Entry 1:
Computed, not measured: a gas-phase ion, C4H6ClN2O (charge +1), with the ωB97M-V functional and the def2-TZVPD basis.

Summary:
**Energy above the lowest of the compared OMol25 structures with the same formula, charge and spin**: 605.5 kJ/mol
**E_LUMO (alpha / beta)**: -4.67 / -6.70 eV
**Frontier orbital gap (alpha / beta)**: 9.141 / 5.035 eV
**F_max**: 5.7 eV Å⁻¹
**Charge**: +1

CARTESIAN COORDINATES (ANGSTROEM)
C: 1.290 0.903 0.213
C: 2.554 0.690 0.326
C: -0.882 -0.278 -0.163
C: 0.230 0.388 -0.847
N: -0.595 -1.541 0.263
N: -1.959 0.332 0.370
O: 0.219 -2.369 -0.118
Cl: 3.962 0.203 -0.061
H: 0.819 1.542 0.985
H: -0.149 1.265 -1.194
H: 0.726 -0.280 -1.485
H: -1.435 -1.696 0.946
H: -2.198 1.209 0.050
H: -2.581 -0.366 0.717



Entry 2:
Computed, not measured: a single C4H7NO molecule, with the ωB97M-V functional and the def2-TZVPD basis.

Summary:
**Energy above the lowest of the compared OMol25 structures with the same formula, charge and spin**: 181.2 kJ/mol
**Structure (SMILES)**: CC(=O)N1CC1
**E_LUMO**: 0.98 eV
**Frontier orbital gap**: 10.751 eV
**F_max**: 0.4 eV Å⁻¹

CARTESIAN COORDINATES (ANGSTROEM)
C: -0.957 -1.475 0.162
C: -0.853 -0.077 0.734
O: -1.291 0.176 1.832
N: -0.220 0.953 0.003
C: 0.692 0.787 -1.105
C: 1.198 1.144 0.245
H: -0.629 -2.157 0.950
H: -2.003 -1.709 -0.051
H: -0.364 -1.647 -0.737
H: 0.602 1.561 -1.864
H: 0.913 -0.205 -1.493
H: 1.523 2.148 0.501
H: 1.706 0.344 0.785



Entry 3:
Computed, not measured: a molecular structure, C27H48ClN6O6Pr, with the ωB97M-V functional and the def2-TZVPD basis.

Summary:
**E_LUMO (alpha / beta)**: -4.36 / -4.36 eV
**Frontier orbital gap (alpha / beta)**: 8.386 / 8.389 eV
**F_max**: 2.0 eV Å⁻¹
**Charge**: +2
**Spin multiplicity**: 3

CARTESIAN COORDINATES (ANGSTROEM)
Pr: -0.308 -0.092 -0.130
C: -0.296 0.165 -3.891
C: -1.246 1.248 -3.379
N: -1.749 1.070 -1.983
C: -3.145 0.579 -1.927
C: -3.191 -0.916 -2.138
N: -2.465 -1.594 -1.042
C: -2.452 -3.072 -1.206
C: -1.179 -3.591 -1.859
C: -0.035 -3.808 -0.882
N: 0.628 -2.575 -0.370
C: 1.990 -2.387 -0.924
C: 1.945 -1.690 -2.266
N: 1.422 -0.312 -2.117
C: 1.153 0.321 -3.436
H: -0.325 0.190 -4.980
H: -0.658 -0.824 -3.592
H: -2.101 1.312 -4.051
H: -0.737 2.210 -3.425
H: -1.748 1.984 -1.550
H: -3.765 1.074 -2.670
H: -3.551 0.812 -0.945
H: -2.734 -1.187 -3.093
H: -4.226 -1.244 -2.176
H: -3.008 -1.389 -0.219
H: -3.321 -3.383 -1.785
H: -2.558 -3.524 -0.217
H: -0.875 -2.905 -2.657
H: -1.390 -4.550 -2.335
H: 0.717 -4.442 -1.349
H: -0.418 -4.362 -0.023
H: 0.738 -2.689 0.631
H: 2.505 -3.339 -1.035
H: 2.555 -1.776 -0.230
H: 1.297 -2.240 -2.949
H: 2.944 -1.687 -2.694
H: 2.154 0.225 -1.662
H: 1.819 -0.107 -4.184
H: 1.400 1.377 -3.357
C: 3.785 -0.936 2.616
N: 2.707 -0.042 3.078
C: 2.597 0.180 4.542
C: 1.846 0.493 2.240
O: 1.862 0.285 0.999
C: 0.761 1.388 2.823
O: -0.015 1.981 1.792
C: 0.442 3.244 1.359
C: 0.840 3.205 -0.105
O: 0.554 2.192 -0.774
N: 1.423 4.279 -0.612
C: 1.758 4.370 -2.043
C: 1.697 5.501 0.172
H: 4.741 -0.557 2.964
H: 3.794 -0.979 1.538
H: 3.630 -1.934 3.025
H: 3.272 -0.509 5.037
H: 1.589 -0.034 4.902
H: 2.880 1.192 4.821
H: 1.185 2.141 3.482
H: 0.091 0.776 3.413
H: 1.264 3.581 1.977
H: -0.372 3.954 1.471
H: 1.398 3.496 -2.566
H: 2.837 4.449 -2.161
H: 1.293 5.260 -2.464
H: 1.719 5.307 1.239
H: 0.945 6.264 -0.030
H: 2.668 5.890 -0.119
C: -0.578 -1.535 6.584
C: 0.044 -2.393 5.503
C: 1.284 -3.001 5.669
C: 1.822 -3.816 4.680
Cl: 3.398 -4.508 4.897
C: 1.109 -4.084 3.528
C: -0.126 -3.470 3.342
C: -0.624 -2.609 4.304
O: -1.793 -1.893 4.169
C: -2.432 -1.856 2.922
C: -1.611 -0.991 2.003
O: -2.173 -0.093 1.301
O: -0.351 -1.174 1.902
H: -0.003 -1.604 7.505
H: -1.601 -1.852 6.792
H: -0.631 -0.480 6.288
H: 1.840 -2.840 6.590
H: 1.509 -4.771 2.782
H: -0.690 -3.676 2.435
H: -3.399 -1.397 3.054
H: -2.568 -2.847 2.479



Entry 4:
Computed, not measured: a molecular structure, C5H13INS, with the ωB97M-V functional and the def2-TZVPD basis.

Summary:
**Energy above the lowest of the compared OMol25 structures with the same formula, charge and spin**: 0.0 kJ/mol
**E_LUMO**: -3.53 eV
**Frontier orbital gap**: 8.435 eV
**F_max**: 3.9 eV Å⁻¹
**Charge**: +1

CARTESIAN COORDINATES (ANGSTROEM)
C: -1.913 -1.264 0.404
C: -1.278 0.301 -1.268
C: 0.388 -1.029 -0.001
C: -0.814 0.820 1.048
C: 3.105 1.040 0.356
N: -0.857 -0.236 0.023
S: 3.593 2.395 -0.318
I: 4.319 -0.769 0.036
H: -2.725 -0.667 0.843
H: -2.292 -1.767 -0.440
H: -1.631 -1.941 1.169
H: -1.282 1.481 -1.254
H: -0.642 -0.021 -2.100
H: -2.292 0.057 -1.417
H: 1.262 -0.409 -0.214
H: 0.575 -1.574 0.951
H: 0.196 -1.837 -0.699
H: -1.746 1.324 0.845
H: -0.066 1.494 0.756
H: -0.785 0.613 2.079
H: 4.887 1.989 -0.800



Entry 5:
Computed, not measured: a molecular structure, C19H32N2OP2Ru, with the ωB97M-V functional and the def2-TZVPD basis.

Summary:
**Energy above the lowest of the compared OMol25 structures with the same formula, charge and spin**: 70.3 kJ/mol
**E_LUMO (alpha / beta)**: -6.78 / -11.02 eV
**Frontier orbital gap (alpha / beta)**: 3.321 / 3.072 eV
**F_max**: 2.9 eV Å⁻¹
**Charge**: +2
**Spin multiplicity**: 7

CARTESIAN COORDINATES (ANGSTROEM)
C: -0.583 2.567 -2.251
C: -0.177 1.489 -3.206
N: 0.099 0.307 -2.649
C: 0.026 -0.815 -3.410
C: 0.192 -0.721 -4.789
C: 0.059 0.523 -5.394
C: -0.199 1.638 -4.605
C: -0.559 -1.970 -2.687
P: -0.064 -2.111 -0.874
H: -0.425 2.633 -5.010
H: 0.283 -1.640 -5.371
H: 0.104 0.619 -6.496
C: 1.492 2.515 -1.016
C: -0.551 3.168 0.073
H: -0.633 -2.907 -3.228
H: -1.683 2.621 -2.132
H: -0.237 3.557 -2.608
C: 1.551 -2.870 -0.528
C: -1.280 -3.404 -0.408
H: 1.630 -3.016 0.561
H: 1.621 -3.840 -1.040
H: 2.345 -2.186 -0.863
H: -1.345 -3.524 0.678
H: -2.260 -3.099 -0.793
H: -0.973 -4.351 -0.871
H: -0.378 4.216 -0.219
H: -1.624 2.980 0.122
H: -0.094 2.971 1.045
H: 1.675 3.542 -1.388
H: 1.920 2.410 -0.014
H: 1.969 1.785 -1.677
Ru: -0.381 0.112 -0.477
H: 0.979 0.219 0.440
O: -2.432 -0.831 -1.551
H: -1.652 -1.579 -2.374
H: -2.924 -0.272 -2.170
N: 0.027 2.255 -0.925
C: -1.386 -1.678 2.381
P: -0.646 -0.119 1.793
C: -1.945 1.040 2.267
C: 0.679 0.032 3.088
C: 1.886 -0.660 2.899
C: 2.819 -0.733 3.949
C: 2.576 -0.074 5.161
C: 1.409 0.672 5.306
C: 0.470 0.756 4.275
H: -2.276 -1.905 1.792
H: -1.668 -1.544 3.426
H: -0.654 -2.484 2.318
H: -2.452 0.683 3.166
H: -1.556 2.040 2.457
H: -2.673 1.096 1.452
H: 2.097 -1.158 1.939
H: 3.721 -1.329 3.816
H: 3.301 -0.149 5.969
H: 1.214 1.178 6.243
H: -0.434 1.347 4.408



Entry 6:
Computed, not measured: a single C8H7Cl2NO molecule, with the ωB97M-V functional and the def2-TZVPD basis.

Summary:
**Energy above the lowest of the compared OMol25 structures with the same formula, charge and spin**: 0.0 kJ/mol
**Structure (SMILES)**: N#C[C@]1(O)[C@H]2CC=C[C@H]2C1(Cl)Cl
**E_LUMO**: 0.43 eV
**Frontier orbital gap**: 10.184 eV
**F_max**: 3.8 eV Å⁻¹

CARTESIAN COORDINATES (ANGSTROEM)
C: 1.830 0.914 1.715
C: -1.240 -1.316 -1.174
C: -0.976 -0.118 -1.671
C: -0.255 -1.750 -0.124
C: 0.252 0.478 -1.048
C: 0.775 -0.645 -0.133
C: 0.520 0.579 1.245
C: -0.009 1.484 0.092
N: 2.905 1.129 2.041
O: -0.335 0.164 2.217
Cl: 0.887 3.012 -0.071
Cl: -1.735 1.873 0.331
H: -2.050 -1.959 -1.474
H: -1.540 0.411 -2.418
H: -0.739 -1.838 0.857
H: 0.182 -2.725 -0.350
H: 0.956 0.872 -1.782
H: 1.819 -0.917 -0.189
H: -1.245 0.350 1.936



Entry 7:
Computed, not measured: 2 unconnected molecules or ions with the total composition C19H27NO6, with the ωB97M-V functional and the def2-TZVPD basis.

Summary:
**Energy above the lowest of the compared OMol25 structures with the same formula, charge and spin**: 1880.1 kJ/mol
**E_LUMO**: 0.10 eV
**Frontier orbital gap**: 7.777 eV
**F_max**: 19.7 eV Å⁻¹

CARTESIAN COORDINATES (ANGSTROEM)
C: -7.850 -0.517 0.875
C: -6.395 -0.023 0.307
H: -6.469 0.475 -0.734
H: -6.127 0.748 0.944
O: -5.636 -1.298 0.186
C: -4.394 -1.089 0.129
C: -3.694 -2.286 0.512
C: -2.268 -2.210 0.013
C: -1.634 -1.092 -0.459
C: -2.260 -0.001 -0.651
C: -3.724 0.329 -0.415
O: -4.514 1.341 -0.830
C: -3.737 2.282 -1.142
C: -3.090 3.197 0.228
H: -3.866 3.249 0.840
H: -2.392 2.445 0.718
H: -2.650 3.907 -0.035
H: -4.603 3.048 -1.322
H: -2.924 2.435 -1.899
H: -1.769 0.926 -0.916
C: -0.177 -1.106 -0.696
O: 0.373 -0.054 -0.865
O: 0.447 -2.177 -0.300
C: 1.798 -2.225 -0.273
H: 2.153 -1.678 -1.654
H: 2.271 -3.290 -0.370
C: 2.433 -1.612 0.706
O: 1.741 -0.904 1.583
N: 3.668 -1.195 0.784
C: 4.682 -1.422 -0.364
H: 4.267 -2.015 -1.175
H: 5.567 -1.773 -0.154
C: 4.934 -0.003 -1.132
C: 5.877 -0.322 -2.316
H: 6.046 0.709 -2.744
H: 5.552 -0.674 -3.007
H: 6.869 -0.570 -2.083
O: 5.431 0.910 0.032
C: 4.546 1.172 0.878
C: 5.109 2.286 1.860
H: 4.653 2.315 2.761
H: 5.286 3.136 1.439
H: 6.070 1.727 2.169
C: 4.235 -0.327 1.635
H: 3.445 0.030 2.326
H: 5.370 -0.642 2.020
H: 3.686 1.404 0.523
H: 4.069 0.185 -1.496
H: -1.672 -3.038 0.258
H: -4.282 -2.937 0.785
H: -8.594 0.345 0.737
H: -7.791 -0.870 1.748
H: -8.067 -1.250 0.038



Entry 8:
Computed, not measured: a molecular structure, C2H2O3Pm, with the ωB97M-V functional and the def2-TZVPD basis.

Summary:
**E_LUMO (alpha / beta)**: -6.77 / -6.41 eV
**Frontier orbital gap (alpha / beta)**: 6.377 / 6.754 eV
**F_max**: 6.2 eV Å⁻¹
**Charge**: +1
**Spin multiplicity**: 5

CARTESIAN COORDINATES (ANGSTROEM)
O: 1.062 -0.798 0.773
C: -0.205 -0.716 0.221
Pm: 2.441 0.810 0.246
H: -0.481 -1.564 -0.436
O: 0.474 1.431 -0.617
C: -0.491 0.568 -0.569
O: -1.695 0.889 -0.572
H: -1.105 -0.621 0.955